No. 1
Computed, not measured: a 2-piece molecular cluster, C5H15N2O overall in a non-equilibrium geometry, with wB97M-V/def2-TZVPD.

orbital gap	9.699	eV
calculated total energy	-10448.614	eV
multiplicity	1
F_max	2.6	eV/Å
ΔE to the lowest compared entry with this formula, charge and spin	187.8	kJ/mol
total charge	+1
HOMO level	-12.907	eV

Last column: Löwdin charge in e.
Geometry (Å):
C (-0.84682, -1.11006, -2.84298)  -0.056
C (-0.20373, -0.30431, -1.73643)  -0.390
C (0.09790, -1.34763, -0.56670)  -0.164
C (0.56862, -0.67550, 0.64280)  -0.104
C (-0.00471, -0.60003, 1.84205)  -0.056
N (0.56595, 0.34866, 2.87863)  0.188
N (-1.12056, 0.63355, -1.04675)  0.017
H (-1.69895, -0.59538, -3.27393)  0.084
H (-0.13369, -1.43159, -3.57957)  0.081
H (-1.22445, -2.02388, -2.37764)  0.075
H (0.69013, 0.25176, -2.04319)  0.144
H (-0.70823, -2.06870, -0.37086)  0.126
H (0.90048, -2.00503, -0.97770)  0.144
H (1.33432, 0.06456, 0.41344)  0.114
H (-0.50015, -1.37956, 2.38164)  0.119
H (-0.01153, 1.13484, 3.15814)  0.164
H (0.81395, -0.20673, 3.70840)  0.171
H (1.48890, 0.62297, 2.54025)  0.149
H (-1.76761, 0.12365, -0.45960)  0.087
H (-1.46761, 1.34177, -1.69323)  0.098
H (1.26689, 3.04014, 0.26532)  0.061
H (0.06056, 2.05058, 0.24677)  0.021
O (0.88638, 2.27501, 0.71210)  -0.072



No. 2
Computed, not measured: C22H32I2NO3P2Ru as an isolated structure in a non-equilibrium geometry, with wB97M-V/def2-TZVPD.

orbital gap (alpha / beta)	7.233 / 3.420	eV
calculated total energy	-68310.583	eV
multiplicity	6
⟨S²⟩	8.818
F_max	6.8	eV/Å
ΔE to the lowest compared entry with this formula, charge and spin	0.0	kJ/mol
total charge	+2
HOMO level (alpha / beta)	-12.977 / -13.530	eV

Last column: Löwdin charge in e.
Geometry (Å):
I (-2.62563, -0.05831, -0.76797)  0.597
I (2.52991, 0.08337, -0.40475)  0.522
Ru (-0.11106, 0.06780, -0.03274)  0.290
P (-0.05513, -2.32278, -0.27153)  0.648
C (-0.32984, -3.37500, 1.19618)  -0.255
C (-1.30428, -3.03536, -1.42676)  -0.334
H (-1.06456, -4.08892, -1.61418)  0.059
H (1.40157, -4.06610, -1.16800)  0.062
H (-1.28728, -2.47270, -2.36242)  0.033
H (1.80189, -2.44539, -1.81012)  0.009
H (-1.21486, -3.00741, 1.72003)  0.031
H (-2.29843, -2.95032, -0.97616)  -0.003
C (1.51630, -3.00676, -0.92013)  -0.335
H (-0.49320, -4.42213, 0.91407)  0.066
H (2.28487, -2.88267, -0.15503)  0.013
H (0.53372, -3.28202, 1.86670)  0.027
P (0.04768, 2.32120, -0.31178)  0.580
C (-0.14621, 3.22505, 1.26955)  -0.251
C (1.51134, 3.17110, -1.02583)  -0.331
H (-1.33690, 2.45681, -2.28912)  0.035
H (-1.10541, 4.07476, -1.54951)  0.061
H (-2.25410, 2.89267, -0.82604)  0.006
C (-1.29837, 3.01335, -1.34733)  -0.316
H (1.80414, 2.69272, -1.96470)  0.031
H (1.23315, 4.21714, -1.21648)  0.061
H (-0.09350, 4.30711, 1.09343)  0.067
H (0.66088, 2.92660, 1.95133)  0.047
H (2.35725, 3.13553, -0.33261)  0.019
H (-1.11443, 2.97728, 1.71964)  0.045
C (-0.68853, 0.32915, 1.69350)  -0.446
O (-1.03649, 0.53695, 2.79628)  0.054
C (0.41286, -5.07531, 5.21349)  0.025
C (-0.36256, -3.79618, 5.08476)  -0.132
C (-1.66070, -3.81845, 4.57247)  0.026
C (-2.39223, -2.63308, 4.42373)  0.027
C (-1.78781, -1.42018, 4.72500)  0.062
C (-0.44945, -1.37593, 5.13705)  -0.162
N (0.13672, -0.12787, 5.34697)  0.185
C (1.38472, 0.39760, 4.99968)  -0.151
C (1.68814, 1.66724, 5.53394)  0.023
C (2.84860, 2.32663, 5.16849)  -0.019
C (3.71673, 1.76690, 4.21951)  0.012
C (3.39207, 0.53834, 3.64736)  0.014
C (2.28374, -0.17919, 4.08695)  -0.030
C (1.97322, -1.46407, 3.34695)  -0.616
O (2.55794, -2.53824, 3.61542)  0.054
O (1.11100, -1.30039, 2.42958)  -0.119
C (0.21664, -2.57444, 5.46206)  -0.095
C (1.51178, -2.56158, 6.19847)  0.025
H (1.34324, -5.02985, 4.63066)  0.119
H (0.67541, -5.28263, 6.25902)  0.116
H (-0.19278, -5.90509, 4.83583)  0.100
H (-2.09032, -4.78544, 4.29992)  0.141
H (-3.42227, -2.66976, 4.06350)  0.142
H (-2.34170, -0.48796, 4.60526)  0.138
H (-0.54218, 0.60369, 5.55488)  0.169
H (0.96374, 2.10239, 6.22508)  0.135
H (3.09882, 3.27015, 5.65350)  0.130
H (4.62407, 2.28746, 3.91058)  0.135
H (3.99671, 0.10366, 2.84184)  0.130
H (2.32104, -2.81063, 5.49545)  0.102
H (1.71882, -1.57388, 6.62700)  0.104
H (1.49748, -3.30441, 7.00698)  0.118



No. 3
Computed, not measured: a 11-piece molecular cluster, C33H43F9O29 overall in a non-equilibrium geometry, with wB97M-V/def2-TZVPD.

orbital gap	9.927	eV
calculated total energy	-118754.025	eV
multiplicity	1
structure (SMILES)	O=C1OC[C@@H](F)O1.O=C1OC[C@@H](F)O1.O=C1OC[C@@H](F)O1.O=C1OC[C@@H](F)O1.O=C1OC[C@@H](F)O1.O=C1OC[C@@H](F)O1.O=C1OC[C@@H](F)O1.O=C1OC[C@@H](F)O1.O=C1OC[C@@H](F)O1.CC(C)O.CC(C)O
F_max	6.8	eV/Å
ΔE to the lowest compared entry with this formula, charge and spin	72.7	kJ/mol
HOMO level	-9.755	eV

Last column: Löwdin charge in e.
Geometry (Å):
O (10.46972, 10.19062, 13.44855)  0.158
C (9.91099, 10.48296, 14.47158)  -0.513
O (9.12763, 11.54789, 14.64935)  0.055
C (8.73874, 11.67336, 16.10718)  0.030
C (9.15500, 10.32094, 16.61218)  -0.277
F (7.98867, 9.55106, 16.85477)  0.019
O (9.93279, 9.70742, 15.62247)  0.132
H (9.24560, 12.53317, 16.53588)  0.139
H (7.68921, 11.85292, 16.07093)  0.130
H (9.72695, 10.36407, 17.55955)  0.175
O (16.02558, 8.82091, 14.04394)  0.161
C (17.05677, 9.38009, 13.87687)  -0.613
O (17.37291, 10.47940, 14.60500)  0.057
C (18.48604, 11.08658, 13.96363)  -0.057
C (19.11408, 9.98386, 13.18209)  -0.190
F (20.30120, 9.44517, 13.80680)  0.018
O (18.05668, 9.02247, 13.09857)  0.151
H (18.00634, 11.78612, 13.29700)  0.114
H (19.05290, 11.55479, 14.76807)  0.157
H (19.29786, 10.27504, 12.20036)  0.144
O (11.02142, 15.12926, 8.83169)  0.154
C (12.15153, 15.08535, 8.45798)  -0.565
O (12.90355, 13.98355, 8.24907)  0.051
C (14.29460, 14.33726, 8.34201)  -0.019
C (14.25887, 15.84111, 7.88169)  -0.249
F (14.50219, 15.96110, 6.59506)  0.107
O (12.85008, 16.18844, 8.12183)  0.129
H (14.61400, 14.19767, 9.37165)  0.118
H (14.94627, 13.73290, 7.79709)  0.089
H (14.85714, 16.52461, 8.42633)  0.155
O (18.31508, 7.51136, 8.38101)  0.135
C (17.61380, 7.12398, 9.29287)  -0.532
O (16.64595, 7.82220, 9.95014)  0.063
C (16.05120, 7.02085, 10.96794)  -0.048
C (16.71763, 5.65862, 10.80459)  -0.236
F (15.92682, 4.63377, 10.30758)  0.044
O (17.71825, 5.88719, 9.79499)  0.128
H (16.08628, 7.44267, 11.98143)  0.119
H (14.95204, 6.97012, 10.79550)  0.133
H (17.23355, 5.23851, 11.70129)  0.177
O (11.37236, 6.25441, 8.26468)  0.178
C (11.32742, 6.74130, 9.33359)  -0.516
O (10.32997, 6.68177, 10.22603)  0.083
C (10.53874, 7.65743, 11.28406)  -0.043
C (11.99525, 7.96486, 11.11485)  -0.374
F (12.70457, 7.39533, 12.10858)  0.071
O (12.42821, 7.49398, 9.87165)  0.088
H (9.85716, 8.46930, 11.10947)  0.111
H (10.23096, 7.23274, 12.28249)  0.161
H (12.15588, 9.04900, 11.10397)  0.132
O (14.58777, 11.40965, 7.39750)  0.235
C (14.21864, 10.39666, 7.05032)  -0.559
O (13.04397, 9.81931, 7.32400)  0.061
C (12.85994, 8.56388, 6.63205)  -0.041
C (13.98863, 8.56616, 5.65880)  -0.223
F (13.39137, 8.90398, 4.40468)  0.001
O (14.89822, 9.54770, 6.17650)  0.112
H (12.91613, 7.78431, 7.38507)  0.113
H (11.83822, 8.58564, 6.24023)  0.141
H (14.51675, 7.58548, 5.46493)  0.186
O (10.54517, 9.62866, 9.05688)  0.156
C (10.31978, 10.45845, 8.20279)  -0.496
O (10.29851, 11.76784, 8.43941)  0.084
C (10.05113, 12.45696, 7.17526)  0.001
C (10.02668, 11.30076, 6.15582)  -0.296
F (11.15141, 11.26827, 5.39721)  0.075
O (9.98669, 10.11134, 6.89454)  0.124
H (9.10562, 13.02735, 7.29035)  0.148
H (10.80594, 13.25441, 7.08625)  0.121
H (9.21083, 11.26766, 5.46982)  0.158
O (17.64862, 12.88146, 11.09173)  0.129
C (17.81060, 12.56925, 9.92993)  -0.457
O (17.30134, 11.43221, 9.39456)  0.082
C (17.80422, 11.25982, 8.10337)  -0.062
C (18.38215, 12.62829, 7.74306)  -0.341
F (17.58849, 13.28072, 6.91368)  0.116
O (18.48697, 13.30492, 8.95658)  0.139
H (18.48806, 10.46855, 8.08824)  0.117
H (17.03957, 10.86426, 7.49052)  0.114
H (19.40591, 12.43756, 7.36510)  0.178
O (12.91008, 15.85145, 12.88561)  0.178
C (11.90819, 15.32019, 12.54669)  -0.500
O (11.45570, 14.09444, 13.01344)  0.044
C (10.15603, 13.79712, 12.47792)  -0.042
C (9.73239, 15.15214, 11.84885)  -0.247
F (8.91485, 15.93818, 12.65003)  0.040
O (10.95737, 15.86248, 11.74651)  0.117
H (10.28850, 12.95049, 11.82591)  0.112
H (9.37802, 13.51106, 13.15432)  0.112
H (9.24703, 15.09930, 10.84405)  0.168
C (15.47381, 13.42829, 15.59250)  -0.078
C (14.10878, 13.98835, 15.89674)  -0.484
C (13.64908, 13.61499, 17.33697)  -0.044
O (14.19961, 15.39054, 15.60130)  -0.056
H (15.51854, 12.33458, 15.69501)  0.069
H (16.23690, 13.88128, 16.25403)  0.090
H (15.84989, 13.59234, 14.53499)  0.091
H (13.42451, 13.50914, 15.22820)  0.104
H (13.86554, 12.55158, 17.41990)  0.070
H (12.57735, 13.85207, 17.49713)  0.074
H (14.21443, 14.17079, 18.07892)  0.073
H (13.67750, 15.66923, 14.82541)  0.059
C (12.59317, 11.74432, 11.04248)  -0.042
C (13.78608, 12.00864, 11.94816)  -0.432
C (14.71612, 10.77395, 12.11958)  -0.024
O (14.57974, 13.02715, 11.33430)  -0.052
H (12.18938, 12.65345, 10.49980)  0.092
H (11.85208, 11.15332, 11.61704)  0.068
H (12.94637, 11.15196, 10.19319)  0.079
H (13.50122, 12.24476, 13.00966)  0.132
H (14.18384, 9.92585, 12.56326)  0.084
H (15.65965, 10.98919, 12.67170)  0.074
H (15.11825, 10.48361, 11.18509)  0.064
H (15.43085, 13.04785, 11.76663)  0.051



Q: Which of these has the lowest F_max?
A: C5H15N2O